(1)
Molecular formula: C18H28NO5P2Ti
Method: DFT, ωB97M-V/def2-TZVPD

Geometry as ORCA input:
```
! wB97M-V def2-TZVPD RIJCOSX def2/J DEFGRID3
* xyz 3 1
Ti 0.079 -0.169 -0.006
P 0.093 1.994 1.171
C 0.814 3.025 -0.192
C 0.866 2.377 -1.564
N 0.594 1.058 -1.653
C 0.675 0.440 -2.849
C 1.259 1.067 -3.942
C 1.570 2.420 -3.847
C 1.317 3.103 -2.665
C 0.155 -0.967 -2.934
P -1.213 -1.383 -1.757
H 1.517 4.170 -2.554
H 1.423 0.511 -4.860
H 2.022 2.940 -4.674
H -0.276 -1.140 -3.924
H 0.952 -1.715 -2.811
H 0.306 3.988 -0.226
H 1.888 3.183 0.091
H -3.783 4.292 -2.350
O -4.000 5.223 -2.467
H -3.689 5.720 -1.696
H -4.345 0.260 0.104
O -5.206 -0.007 -0.231
H -5.750 0.803 -0.082
C -2.689 -0.918 -2.713
H -2.654 -1.397 -3.701
H -3.602 -1.232 -2.186
H -2.701 0.170 -2.859
C -1.355 -3.193 -1.717
H -2.218 -3.451 -1.084
H -1.511 -3.601 -2.726
H -0.448 -3.625 -1.273
C 1.570 2.211 2.233
H 1.572 3.272 2.528
H 1.566 1.567 3.120
H 2.457 1.978 1.625
C -1.219 2.881 2.073
H -1.382 2.422 3.063
H -0.947 3.939 2.207
H -2.175 2.822 1.529
O 3.731 -1.814 2.154
C 2.863 -2.623 2.805
C 3.352 -3.404 3.864
C 2.483 -4.235 4.574
C 1.108 -4.272 4.285
C 0.613 -3.469 3.263
C 1.473 -2.687 2.486
C 0.936 -1.798 1.521
O -0.309 -1.433 1.531
O 1.681 -1.254 0.594
H 3.277 -1.469 1.350
H 4.421 -3.377 4.105
H 2.865 -4.856 5.386
H 0.421 -4.913 4.850
H -0.447 -3.433 3.032
*
```

electronic energy	-72514.897	eV
energy above the lowest of the compared OMol25 structures with the same formula, charge and spin	0.175	eV
frontier orbital gap	4.7	eV

=====

(2)
Molecular formula: C18H28O2P
Method: DFT, ωB97M-V/def2-TZVPD

Geometry as ORCA input:
```
! wB97M-V def2-TZVPD RIJCOSX def2/J DEFGRID3
* xyz -1 1
C -0.868 3.750 1.774
C 0.218 2.704 1.519
C 1.036 3.097 0.290
C -0.420 1.304 1.415
C 0.319 0.221 0.637
C -0.559 -0.509 -0.373
O -0.086 -1.819 -0.500
P 1.297 -2.178 0.546
O 0.794 -0.786 1.496
H -1.619 3.383 2.474
H -1.376 3.998 0.838
H -0.446 4.669 2.184
H 0.877 2.719 2.392
H 2.039 2.674 0.308
H 1.135 4.183 0.227
H 0.556 2.751 -0.626
H -1.435 1.421 1.020
H -0.528 0.900 2.425
H 1.184 0.616 0.095
H -1.617 -0.569 -0.075
H -0.551 -0.019 -1.359
H 1.677 -3.323 -0.282
H 2.120 -1.351 -0.361
H 2.461 -2.395 1.381
H 0.481 -3.071 1.325
C -4.143 -4.665 2.283
C -3.320 -4.556 1.169
C -2.445 -3.485 1.045
C -2.384 -2.527 2.048
C -3.204 -2.635 3.162
C -4.088 -3.701 3.280
H -4.824 -5.503 2.377
H -3.358 -5.312 0.394
H -1.787 -3.389 0.190
H -1.668 -1.719 1.965
H -3.147 -1.892 3.948
H -4.725 -3.786 4.152
C 4.019 1.689 -4.161
C 3.539 0.723 -3.287
C 2.221 0.768 -2.854
C 1.383 1.778 -3.305
C 1.861 2.745 -4.179
C 3.181 2.702 -4.607
H 5.049 1.654 -4.495
H 4.189 -0.068 -2.936
H 1.848 0.008 -2.175
H 0.354 1.809 -2.970
H 1.205 3.534 -4.527
H 3.556 3.457 -5.287
*
```

electronic energy	-32503.544	eV
energy above the lowest of the compared OMol25 structures with the same formula, charge and spin	0.000	eV
frontier orbital gap	7.0	eV

=====

(3)
Molecular formula: C18H28O7PPd
Method: DFT, ωB97M-V/def2-TZVPD

Geometry as ORCA input:
```
! wB97M-V def2-TZVPD RIJCOSX def2/J DEFGRID3
* xyz -1 1
Pd -0.498 -0.424 1.521
O -4.145 -2.639 4.156
C -3.537 -1.985 3.117
O -2.925 -2.556 2.266
C -3.798 -0.501 3.255
O -3.376 0.269 2.193
C -4.010 0.068 0.945
C -3.252 -0.792 -0.068
O -3.940 -1.322 -0.941
O -1.977 -0.765 -0.039
H -3.900 -3.567 4.030
H -3.243 -0.172 4.134
H -4.871 -0.382 3.460
H -4.068 1.065 0.498
H -5.028 -0.315 1.053
C 2.930 -0.978 1.056
C 2.622 0.388 0.424
C 2.689 1.448 1.532
C 3.699 0.663 -0.627
P 0.847 0.270 -0.181
C 0.941 -0.874 -1.606
C 0.351 -2.128 -1.442
C 0.404 -3.075 -2.457
C 1.035 -2.778 -3.655
C 1.614 -1.528 -3.837
C 1.567 -0.586 -2.820
C 0.261 1.921 -0.886
C 1.315 2.821 -1.533
C -0.387 2.704 0.265
C -0.836 1.618 -1.918
H 3.932 -0.936 1.495
H 2.922 -1.773 0.306
H 2.221 -1.228 1.845
H 3.660 1.367 2.034
H 1.909 1.302 2.284
H 2.609 2.463 1.135
H 4.671 0.677 -0.122
H 3.579 1.622 -1.127
H 3.738 -0.122 -1.384
H -0.188 -2.340 -0.528
H -0.073 -4.036 -2.315
H 1.067 -3.512 -4.452
H 2.100 -1.283 -4.774
H 2.023 0.381 -2.983
H 2.080 3.144 -0.829
H 0.810 3.721 -1.903
H 1.806 2.356 -2.388
H 0.313 2.913 1.074
H -1.226 2.154 0.691
H -0.756 3.658 -0.127
H -0.422 1.239 -2.853
H -1.368 2.550 -2.136
H -1.553 0.883 -1.545
O 0.468 -0.323 3.196
O -0.809 -0.747 3.510
*
```

electronic energy	-46221.234	eV
frontier orbital gap	6.7	eV

=====

Which of these has the highest electronic energy?
C18H28O2P